[1]
Here is C8H9NO3 in the gas phase in a non-equilibrium geometry from the Open Molecules 2025 dataset. Energies are from the ωB97M-V functional and the def2-TZVPD basis.

Atoms and positions in Å:
O (1.134, 0.697, -1.570)
O (0.578, 2.451, -0.062)
O (-1.504, 1.215, 1.042)
N (-0.821, -0.213, -0.565)
C (1.264, 1.299, -0.288)
C (1.392, -1.301, -0.031)
C (2.662, -1.163, 0.358)
C (-1.770, 0.431, 0.149)
C (-3.187, 0.097, -0.245)
C (3.292, 0.122, 0.475)
C (0.591, -0.019, -0.501)
C (2.633, 1.268, 0.253)
H (3.232, -2.026, 0.668)
H (4.313, 0.146, 0.829)
H (3.066, 2.233, 0.454)
H (0.839, -2.223, -0.027)
H (-0.239, 2.253, 0.445)
H (-3.739, 1.031, -0.318)
H (-1.109, -0.799, -1.337)
H (-3.247, -0.435, -1.189)
H (-3.646, -0.500, 0.540)

Results
SMILES string: CC(=O)N[C@]12C=CC=C[C@@]1(O)O2
Highest occupied orbital energy: -9.15 eV
Kohn-Sham gap: 9.6 eV
ΔE to the lowest compared entry with this formula, charge and spin: 1.489 eV

=====

[2]
Here is a molecular structure, C28H42As2F12MnO21 in a non-equilibrium geometry from the Open Molecules 2025 dataset. Energies are from the ωB97M-V functional and the def2-TZVPD basis.

Atoms and positions in Å:
As (3.828, -3.972, 0.592)
As (1.078, 0.768, 0.216)
Mn (1.167, -2.409, 2.383)
F (4.774, -2.795, 1.457)
F (2.844, -5.405, -0.029)
F (3.599, -4.700, 2.225)
F (2.323, -3.013, 0.832)
F (-0.765, 0.848, 0.288)
F (0.882, -0.853, 1.115)
F (2.924, 0.576, 0.248)
F (1.237, 2.353, -0.526)
F (1.052, 1.603, 1.762)
F (5.316, -4.909, 0.249)
F (4.028, -3.153, -0.951)
F (0.988, -0.076, -1.326)
O (1.621, 3.356, -3.611)
O (1.811, 4.980, 4.555)
O (-0.264, -3.396, 1.027)
O (-3.849, -2.728, -1.926)
O (1.849, 5.525, 6.740)
O (-2.364, -0.901, 4.655)
O (-0.745, -3.593, -1.176)
O (3.678, -1.322, -5.545)
O (2.223, -1.830, -7.105)
O (-0.231, 4.301, -4.121)
O (-0.570, 0.117, 5.169)
O (1.755, -1.928, -4.903)
O (-0.341, -1.624, 3.661)
O (1.546, 5.521, -3.315)
O (-3.467, 3.479, 1.299)
O (0.004, -5.378, -0.251)
O (1.947, 3.354, 6.054)
O (-3.935, -2.761, -4.118)
O (-4.709, 2.324, -0.202)
O (-3.282, 1.337, 1.457)
O (-4.141, -4.661, -3.009)
C (-3.563, -1.461, -3.754)
C (-1.339, 2.721, -5.420)
C (0.944, 4.477, -3.608)
C (-0.335, -4.064, -0.027)
C (2.584, -1.661, -3.693)
C (3.940, -1.776, -4.177)
C (0.816, 2.340, -4.179)
C (3.621, 3.835, 3.484)
C (2.165, 3.754, 3.879)
C (4.828, -0.606, -3.564)
C (-2.600, -0.784, -1.579)
C (-0.924, -4.598, -2.081)
C (-3.808, -1.365, -2.250)
C (-0.549, 2.992, -4.159)
C (-2.300, 3.299, 2.151)
C (-2.743, -0.060, 5.781)
C (-0.976, -0.946, 4.440)
C (-3.893, 2.353, 0.752)
C (-2.556, 1.866, 2.573)
C (-4.025, -3.448, -3.026)
C (-2.498, 4.268, 3.260)
C (-1.547, 0.893, 5.857)
C (0.077, -5.649, -1.594)
C (1.801, 2.604, 4.889)
C (2.510, -1.706, -5.960)
C (-3.083, -1.021, 6.947)
C (-0.346, -3.853, -3.451)
C (1.877, 4.679, 5.847)
H (0.796, 2.269, 4.633)
H (0.366, -3.043, -3.292)
H (-3.115, 1.769, 3.504)
H (-1.990, -4.824, -2.069)
H (2.453, 1.731, 4.892)
H (-3.617, 0.480, 5.419)
H (4.322, 4.214, 4.227)
H (2.328, -0.703, -3.241)
H (3.636, 4.559, 2.669)
H (-1.023, -3.459, -4.210)
H (4.472, 0.391, -3.827)
H (2.450, -2.319, -2.834)
H (-1.089, 0.834, 6.845)
H (4.363, -2.781, -4.179)
H (-1.635, 4.512, 3.879)
H (-2.158, -1.262, 7.472)
H (-4.191, -0.696, -4.211)
H (-2.144, 3.453, -5.487)
H (-0.645, 2.522, -6.236)
H (5.735, -0.588, -4.168)
H (0.870, 1.419, -3.598)
H (-1.548, 1.455, 2.633)
H (-3.263, 3.987, 3.984)
H (0.960, -5.549, -2.226)
H (-2.490, -1.345, -3.906)
H (-1.197, 2.722, -3.325)
H (-2.851, 5.198, 2.813)
H (5.104, -0.767, -2.522)
H (1.019, 1.924, -5.166)
H (-3.704, -1.859, 6.630)
H (-2.588, -0.796, -0.490)
H (-0.215, -6.670, -1.837)
H (-3.609, -0.402, 7.674)
H (-1.423, 3.655, 1.611)
H (0.186, -4.608, -4.031)
H (1.747, 3.742, 2.872)
H (-1.706, -1.350, -1.842)
H (-4.637, -0.682, -2.068)
H (-2.462, 0.227, -1.963)
H (-1.739, 1.908, 5.508)
H (4.092, 2.857, 3.382)
H (-1.747, 1.755, -5.123)

Results
Highest occupied orbital energy (spin up / spin down): -10.38 / -10.38 eV
Kohn-Sham gap (spin up / spin down): 8.3 / 7.8 eV
Spin multiplicity: 6

=====

[3]
Here is a molecular structure, C17H30NO2P2SeV in a non-equilibrium geometry from the Open Molecules 2025 dataset. Energies are from the ωB97M-V functional and the def2-TZVPD basis.

Atoms and positions in Å:
Se (1.957, -1.744, 0.728)
V (0.090, -0.307, 0.286)
P (-1.679, -1.586, -0.138)
P (1.939, 1.678, -0.393)
O (-2.158, -1.885, -4.675)
O (1.030, 0.117, -3.878)
N (-1.025, 1.245, -0.937)
C (2.862, 2.001, 1.061)
C (-3.108, 1.746, -1.980)
C (-2.667, -1.553, 1.463)
C (-2.718, 3.054, -2.214)
C (-1.677, -3.259, -0.784)
C (-1.463, 3.458, -1.760)
C (2.836, -1.011, 3.376)
C (0.804, -2.346, 3.295)
C (-0.620, 2.506, -1.166)
C (0.734, -2.307, 4.677)
C (-2.242, 0.850, -1.370)
C (1.699, -1.627, 5.410)
C (2.742, -0.973, 4.761)
C (0.769, 2.936, -0.725)
C (-2.768, -0.599, -1.271)
C (1.851, -1.690, 2.630)
C (2.976, 1.521, -1.854)
H (-0.893, -3.911, -0.359)
H (1.417, -0.459, -4.571)
H (-2.569, -1.016, -4.857)
H (1.640, -1.617, 6.511)
H (1.489, 0.246, -0.518)
H (-3.680, -0.608, -0.671)
H (-2.676, -3.674, -0.563)
H (0.216, -0.363, -3.598)
H (3.506, -0.435, 5.346)
H (3.720, 0.748, -1.610)
H (0.058, -2.869, 2.692)
H (3.516, 1.152, 1.303)
H (-1.396, -1.525, -4.133)
H (-0.098, -2.827, 5.187)
H (-3.371, 3.798, -2.665)
H (2.194, 2.238, 1.901)
H (-2.868, -0.484, 1.680)
H (1.247, 3.566, -1.478)
H (-3.045, -0.948, -2.231)
H (3.459, 2.501, -1.986)
H (0.694, 3.555, 0.176)
H (-1.040, 4.452, -1.906)
H (-1.507, -3.124, -1.856)
H (-2.233, -2.013, 2.373)
H (0.254, 0.481, 1.555)
H (3.444, 2.886, 0.782)
H (3.645, -0.508, 2.851)
H (-3.592, -2.088, 1.148)
H (-4.101, 1.433, -2.290)
H (2.406, 1.193, -2.756)

Results
Highest occupied orbital energy (spin up / spin down): -9.61 / -9.44 eV
Charge: +1
Kohn-Sham gap (spin up / spin down): 6.3 / 6.4 eV
Spin multiplicity: 2
ΔE to the lowest compared entry with this formula, charge and spin: 1.067 eV

=====

[4]
Here is a molecular structure, C4H31CoInNO15P in a non-equilibrium geometry from the Open Molecules 2025 dataset. Energies are from the ωB97M-V functional and the def2-TZVPD basis.

Atoms and positions in Å:
In (-1.694, -3.839, 2.569)
Co (-0.409, 1.239, -0.443)
P (-0.890, -0.866, 0.911)
O (3.066, -2.284, 1.312)
O (-0.040, -1.665, 1.884)
O (-2.490, 1.454, -0.910)
O (1.196, -0.307, 3.731)
O (-0.569, 3.342, 0.363)
O (-0.960, 0.618, 1.285)
O (-4.068, -1.058, -1.134)
O (-2.021, -1.861, -2.654)
O (-1.633, 1.271, 3.707)
O (1.604, 1.610, 0.054)
O (1.794, -2.122, -1.087)
O (-3.575, -0.521, 2.834)
O (-0.222, -0.627, -0.502)
O (-2.221, -1.590, 0.802)
O (-0.482, -4.249, -0.081)
N (0.290, 1.562, -2.324)
C (2.342, 1.458, -3.657)
C (1.703, 1.048, -2.322)
C (2.472, 1.494, -1.069)
C (2.308, 1.812, 1.274)
H (-0.121, -3.592, -0.692)
H (-4.854, -1.597, -0.982)
H (-0.429, 3.364, 1.315)
H (3.304, 0.820, -0.851)
H (-2.891, 0.578, -0.772)
H (-0.877, 4.229, 0.136)
H (2.086, -0.582, 3.448)
H (-3.079, -0.831, 2.034)
H (0.390, 2.515, -2.683)
H (1.761, 1.152, -4.522)
H (-3.535, -1.157, -0.317)
H (-1.352, -1.600, -2.022)
H (1.557, 1.729, 2.058)
H (3.017, 2.428, -1.253)
H (2.488, 2.542, -3.578)
H (2.380, -2.126, -0.294)
H (3.417, -3.067, 1.753)
H (-3.233, 2.069, -0.863)
H (0.591, -0.666, 3.030)
H (3.395, 1.171, -3.684)
H (2.770, 2.800, 1.333)
H (-1.334, 0.919, 2.820)
H (-1.151, 2.108, 3.830)
H (1.020, -1.538, -0.888)
H (-2.849, -1.912, -2.131)
H (1.710, -0.043, -2.353)
H (-4.480, -0.368, 2.529)
H (3.110, 1.078, 1.368)
H (-0.409, -5.085, -0.556)
H (2.103, -2.350, 1.429)
H (-0.007, 1.096, -3.183)

Results
Highest occupied orbital energy (spin up / spin down): -15.47 / -15.47 eV
Charge: +2
Kohn-Sham gap (spin up / spin down): 5.6 / 3.4 eV
Spin multiplicity: 4

=====

[5]
Here is a molecular structure, C23H28BrLaN2 in a non-equilibrium geometry from the Open Molecules 2025 dataset. Energies are from the ωB97M-V functional and the def2-TZVPD basis.

Atoms and positions in Å:
La (0.036, -0.196, -0.583)
Br (-1.418, 1.824, 5.191)
N (1.207, -0.734, 1.153)
N (-1.397, 1.318, 1.110)
C (-3.250, 0.505, -2.634)
C (-0.808, 0.257, -3.465)
C (-3.122, 2.914, 1.602)
C (-0.336, -1.869, -2.658)
C (1.543, -0.619, -4.052)
C (2.658, 0.876, 2.207)
C (-1.666, -1.522, -2.225)
C (2.075, -0.427, 2.181)
C (-1.077, 1.253, 2.411)
C (-2.806, 2.830, 2.947)
C (0.289, -3.244, -2.616)
C (3.751, 0.479, 4.332)
C (1.983, -2.724, 3.371)
C (-2.381, 2.119, 0.736)
C (3.252, -0.816, 4.300)
C (2.409, 1.827, 1.049)
C (2.447, -1.295, 3.276)
C (-0.580, 1.687, -3.987)
C (3.437, 1.297, 3.261)
C (-2.704, -2.518, -1.713)
C (-1.785, 1.972, 3.353)
C (0.177, -0.768, -3.426)
C (-1.940, -0.218, -2.743)
H (1.368, 2.203, 1.032)
H (-1.021, 2.436, -3.323)
H (4.360, 0.811, 5.163)
H (-0.241, 0.637, 2.708)
H (1.988, 0.357, -3.806)
H (3.821, 2.305, 3.206)
H (-3.900, 3.580, 1.244)
H (0.033, -3.826, -1.719)
H (-2.644, 2.142, -0.329)
H (3.472, -1.525, 5.092)
H (-2.258, -3.359, -1.204)
H (-3.289, -2.934, -2.536)
H (-0.985, 1.822, -4.981)
H (0.901, -2.818, 3.454)
H (-3.774, 0.335, -1.706)
H (-0.074, -3.812, -3.495)
H (2.696, 1.397, 0.083)
H (1.439, -0.641, -5.153)
H (2.265, -1.378, -3.724)
H (2.306, -3.276, 2.468)
H (1.374, -3.197, -2.661)
H (2.450, -3.165, 4.239)
H (-3.361, 3.397, 3.678)
H (3.046, 2.712, 1.134)
H (-3.931, 0.188, -3.451)
H (-3.100, 1.581, -2.702)
H (0.482, 1.876, -4.061)
H (-3.417, -2.056, -1.029)

Results
Highest occupied orbital energy: -5.96 eV
Kohn-Sham gap: 5.7 eV
ΔE to the lowest compared entry with this formula, charge and spin: 0.000 eV

=====

[6]
Here is 2 unconnected molecules or ions with the total composition C3H3O3S in a non-equilibrium geometry from the Open Molecules 2025 dataset. Energies are from the ωB97M-V functional and the def2-TZVPD basis.

Atoms and positions in Å:
S (0.484, 0.758, 2.540)
O (-0.083, 1.409, 1.186)
O (-0.896, -0.012, -2.459)
O (-2.384, 0.488, -0.807)
C (0.058, 0.190, -0.449)
C (-1.301, 0.266, -1.322)
C (1.087, -0.600, -0.436)
H (1.928, -0.878, 0.281)
H (-0.207, -0.343, 2.746)
H (1.313, -1.280, -1.280)

Results
Highest occupied orbital energy (spin up / spin down): -4.06 / -4.06 eV
Charge: -1
Kohn-Sham gap (spin up / spin down): 7.4 / 7.4 eV
ΔE to the lowest compared entry with this formula, charge and spin: 3.345 eV

=====

no.,calculated total energy (Ha)
1,-590.6841
2,-9493.2883
3,-4898.8072
4,-3268.0734
5,-3608.3096
6,-739.9523